# 1
Computed, not measured: C53H52AuF3NO3P2S2Sb as an isolated structure, with the ωB97M-V functional and the def2-TZVPD basis.

Structure (XYZ):
```
118
C53H52AuF3NO3P2S2Sb, DFT the ωB97M-V functional and the def2-TZVPD basis
Au -0.2884 -0.4771 0.0842
O -0.2976 -0.1954 5.1316
S 0.7864 0.5812 4.6672
O 2.0863 0.0643 4.4493
O 0.2935 1.1903 3.1416
C 0.9261 2.1562 5.4502
C 1.1567 2.2982 6.8043
C 1.5321 3.5587 7.2556
C 1.7211 4.6115 6.3664
C 1.4877 4.4473 5.0060
C 1.0522 3.2101 4.5564
P 0.5310 2.7426 2.9154
C 1.7869 3.2021 1.7691
C 1.5771 4.3127 0.9520
C 2.6330 4.7932 0.1898
C 3.8541 4.1361 0.2028
C 4.0418 2.9976 0.9828
C 3.0134 2.5297 1.7800
C -1.0567 3.4437 2.5416
C -1.3459 4.7715 2.8592
C -2.5894 5.2923 2.5427
C -3.5381 4.4935 1.9157
C -3.2527 3.1698 1.6088
C -2.0100 2.6398 1.9164
H 1.0667 1.4620 7.4845
H 1.7090 3.7120 8.3113
H 2.0555 5.5696 6.7399
H 1.6448 5.2682 4.3174
H 0.6175 4.8131 0.9266
H 2.4975 5.6767 -0.4198
H 4.6714 4.5109 -0.3994
H 4.9980 2.4922 0.9824
H 3.1650 1.6673 2.4204
H -0.6208 5.3943 3.3683
H -2.8233 6.3169 2.7967
H -4.5088 4.9050 1.6735
H -4.0026 2.5462 1.1400
H -1.7873 1.6051 1.6850
S -0.3792 3.4142 -2.3172
C 1.2379 2.9018 -2.1272
C 1.2884 1.7854 -1.3656
N 0.0555 1.3315 -0.9530
C -0.9117 2.1071 -1.3917
H 2.0609 3.4295 -2.5787
H 2.1788 1.2403 -1.1006
H -1.9585 1.9157 -1.2121
C -1.6905 -4.0813 -0.8777
C -0.5960 -3.9857 0.1894
C 0.7710 -3.9092 -0.5018
C -0.6109 -5.2441 1.0659
P -0.8067 -2.4357 1.2123
C 0.3645 -2.6864 2.5767
C 1.6978 -2.3528 2.3308
C 2.6951 -2.7043 3.2266
C 2.3685 -3.3603 4.4027
C 1.0417 -3.6591 4.6800
C 0.0480 -3.3374 3.7690
C -2.5514 -2.2304 1.8544
C -2.4852 -1.2139 3.0008
C -3.2438 -3.5070 2.3465
C -3.4114 -1.6235 0.7331
H -1.4358 -4.8937 -1.5619
H -1.7661 -3.1678 -1.4684
H -2.6648 -4.3119 -0.4504
H 0.9330 -4.8459 -1.0397
H 1.5882 -3.7988 0.2103
H 0.8093 -3.0937 -1.2243
H -0.4955 -6.1089 0.4091
H -1.5405 -5.3749 1.6150
H 0.2177 -5.2561 1.7736
H 1.9587 -1.8141 1.4258
H 3.7253 -2.4527 3.0124
H 3.1434 -3.6310 5.1074
H 0.7785 -4.1597 5.6021
H -0.9711 -3.6115 3.9983
H -1.9493 -1.5901 3.8688
H -3.5041 -0.9709 3.3106
H -1.9963 -0.2883 2.6880
H -2.6870 -4.0378 3.1153
H -3.4527 -4.2031 1.5368
H -4.2031 -3.2202 2.7827
H -2.9958 -0.6799 0.3690
H -4.4051 -1.4185 1.1382
H -3.5319 -2.2922 -0.1166
F -0.0290 -4.6570 -8.7769
C -0.0827 -3.9383 -7.6482
C -1.0903 -3.0069 -7.4980
C -1.1362 -2.2652 -6.3251
C -0.1868 -2.4542 -5.3256
C 0.8125 -3.4085 -5.5108
C 0.8752 -4.1570 -6.6751
Sb -0.1967 -1.3439 -3.5090
C -1.5647 0.1952 -4.0801
C -1.2893 1.3113 -4.8675
C -2.2587 2.2722 -5.1221
C -3.5148 2.1068 -4.5706
F -4.4505 3.0383 -4.7973
C -3.8383 1.0121 -3.7911
C -2.8520 0.0646 -3.5516
C 1.7270 -0.4689 -3.8228
C 2.1270 0.2474 -4.9510
C 3.4172 0.7434 -5.0674
C 4.3185 0.4880 -4.0498
F 5.5670 0.9650 -4.1549
C 3.9823 -0.2574 -2.9372
C 2.6790 -0.7277 -2.8366
H -1.8155 -2.8708 -8.2885
H -1.9239 -1.5306 -6.2042
H 1.5671 -3.5733 -4.7481
H 1.6447 -4.8987 -6.8389
H -0.3063 1.4544 -5.2957
H -2.0568 3.1369 -5.7404
H -4.8412 0.9120 -3.3981
H -3.1036 -0.7965 -2.9392
H 1.4415 0.4044 -5.7743
H 3.7392 1.2986 -5.9382
H 4.7326 -0.4678 -2.1864
H 2.4054 -1.3099 -1.9601
```

Calculated values
Highest occupied orbital energy ... -12.15 eV
Molecular weight ... 1252.81 g mol⁻¹
Net charge ... +2
HOMO-LUMO gap ... 6.968 eV


# 2
Computed, not measured: one molecule with the formula C25H25ClN4O3S, with the ωB97M-V functional and the def2-TZVPD basis.

Structure (XYZ):
```
59
C25H25ClN4O3S, DFT the ωB97M-V functional and the def2-TZVPD basis
O -0.2834 4.2313 2.9505
C 0.0601 3.2266 2.3659
N -0.4618 2.9196 1.1447
N -0.1863 1.7625 0.5056
C -0.7461 1.4211 -0.5824
C -0.2956 0.1391 -1.2045
C 0.2315 0.4347 -2.6288
N -0.7230 1.1388 -3.4514
C -1.8121 0.3100 -3.9426
C -1.2883 -0.7672 -4.8548
C -1.6113 -2.1013 -4.6534
C -1.1264 -3.0782 -5.5068
C -0.3078 -2.7293 -6.5662
C 0.0240 -1.3995 -6.7701
C -0.4647 -0.4246 -5.9207
C -1.1359 2.3700 -2.8293
C -1.7392 2.1774 -1.4146
C 1.0313 2.2327 2.9111
C 2.1017 1.7530 2.1630
C 2.9651 0.8135 2.7000
C 2.7408 0.3100 3.9717
C 1.6773 0.7959 4.7052
S 1.1849 -0.0490 6.2048
O 2.2005 -0.9741 6.5979
O 0.6398 0.8450 7.1753
N -0.1391 -0.9163 5.5886
C 0.0543 -1.5376 4.3578
C 1.0590 -2.4919 4.2209
C 1.2883 -3.1012 3.0021
C 0.5143 -2.7775 1.8996
C -0.4908 -1.8339 2.0171
C -0.7081 -1.2142 3.2333
Cl -1.9341 0.0050 3.3561
C 0.8331 1.7648 4.2042
H -1.1586 3.5740 0.7862
H 0.4840 -0.3156 -0.5953
H -1.1364 -0.5543 -1.2817
H 0.5017 -0.4988 -3.1255
H 1.1285 1.0558 -2.5502
H -2.4032 -0.1511 -3.1340
H -2.4824 0.9612 -4.5135
H -2.2495 -2.3814 -3.8264
H -1.3870 -4.1133 -5.3411
H 0.0715 -3.4910 -7.2310
H 0.6632 -1.1233 -7.5957
H -0.2072 0.6131 -6.0689
H -1.8627 2.8699 -3.4736
H -0.2534 3.0132 -2.7473
H -1.9923 3.1526 -0.9965
H -2.6604 1.5954 -1.4984
H 2.2584 2.1192 1.1609
H 3.7999 0.4538 2.1184
H 3.3698 -0.4497 4.4069
H -0.9731 -0.3436 5.6279
H 1.6530 -2.7257 5.0893
H 2.0729 -3.8365 2.9139
H 0.6897 -3.2559 0.9487
H -1.0993 -1.5630 1.1696
H 0.0208 2.1400 4.8076
```

Calculated values
Highest occupied orbital energy ... -8.71 eV
Molecular weight ... 497.02 g mol⁻¹
Structure (SMILES) ... O=C(NN=C1CCN(Cc2ccccc2)CC1)c1cccc(S(=O)(=O)Nc2ccccc2Cl)c1
ΔE to the lowest compared entry with this formula, charge and spin ... 2.3 kcal per mole
HOMO-LUMO gap ... 9.042 eV


# 3
Computed, not measured: a 3-piece molecular cluster, C4H12O3 overall, with the ωB97M-V functional and the def2-TZVPD basis.

Structure (XYZ):
```
19
C4H12O3, DFT the ωB97M-V functional and the def2-TZVPD basis
O -2.7594 -0.7417 0.3548
C -1.7704 -1.1111 -0.1400
C -1.0662 -0.5215 -1.3033
C 0.1770 -1.0963 -1.9392
C 1.5141 -0.4917 -1.2594
H -1.2218 -1.8270 0.5481
H -1.6852 -0.5558 -2.3145
H -1.0608 0.5253 -1.1580
H 0.1674 -2.2250 -2.0530
H 0.3302 -0.7577 -2.9759
H 2.4561 -1.0959 -1.2210
H 1.2033 -0.2899 -0.1538
H 1.7145 0.3705 -1.7445
H -0.5660 3.1651 1.0086
H -0.5100 2.3137 2.2575
O -1.1702 2.7378 1.5614
H 1.1250 -0.1624 3.6442
H 1.3289 1.2882 3.3761
O 1.7935 0.4753 3.5119
```

Calculated values
Highest occupied orbital energy (alpha / beta) ... -14.68 / -14.68 eV
Spin multiplicity ... 2
Molecular weight ... 108.14 g mol⁻¹
Net charge ... +1
Expectation value of S² ... 0.757
ΔE to the lowest compared entry with this formula, charge and spin ... 71.5 kcal per mole
HOMO-LUMO gap (alpha / beta) ... 8.637 / 4.896 eV


# 4
Computed, not measured: one molecule with the formula C5H8Cl2O, with the ωB97M-V functional and the def2-TZVPD basis.

Structure (XYZ):
```
16
C5H8Cl2O, DFT the ωB97M-V functional and the def2-TZVPD basis
C -1.3494 -0.0406 -0.3198
C 0.0154 -0.1938 0.0925
C -2.6024 0.0249 0.7990
C -1.6238 1.2876 -1.1023
C 1.7321 -1.5241 1.1014
O 0.4410 -1.4211 0.4750
Cl -2.4107 1.3830 1.9293
Cl -2.5982 -1.5312 1.6770
H -1.6257 -0.9553 -0.9858
H 0.4490 0.5712 0.6613
H -2.4709 0.9022 -1.6725
H -0.6428 1.5541 -1.6118
H -1.8336 2.2651 -0.4151
H 1.5796 -0.9564 2.0075
H 2.5175 -0.9983 0.5334
H 1.9576 -2.5711 1.3236
```

Calculated values
Highest occupied orbital energy (alpha / beta) ... -8.82 / -7.69 eV
Molecular weight ... 155.02 g mol⁻¹
ΔE to the lowest compared entry with this formula, charge and spin ... 94.0 kcal per mole
HOMO-LUMO gap (alpha / beta) ... 8.884 / 6.725 eV


# 5
Computed, not measured: one molecule with the formula CH5N2P, with the ωB97M-V functional and the def2-TZVPD basis.

Structure (XYZ):
```
9
CH5N2P, DFT the ωB97M-V functional and the def2-TZVPD basis
H 3.2418 0.5795 -0.2408
N 2.3532 0.7168 0.0891
P 1.4466 -0.4815 -0.3673
N -0.1547 0.3001 -0.2791
C -1.3912 -0.3877 0.0647
H -0.0932 1.1717 0.1984
H -1.4505 -1.5754 -0.2592
H -1.6184 -0.3471 1.0898
H -2.3336 0.0235 -0.2956
```

Calculated values
Highest occupied orbital energy ... -9.45 eV
Molecular weight ... 76.04 g mol⁻¹
Structure (SMILES) ... [H]/N=P/NC
ΔE to the lowest compared entry with this formula, charge and spin ... 11.4 kcal per mole
HOMO-LUMO gap ... 9.698 eV